1.
{"formula": "C4H9NO2", "method": "ωB97M-V with the def2-TZVPD basis set", "symbols": ["C", "C", "N", "C", "H", "H", "H", "H", "H", "H", "H", "O", "C", "O", "H", "H"], "xyz": [[-1.862, -0.073, -0.644], [-1.006, -0.381, 0.538], [0.038, 0.299, 0.933], [0.338, 1.596, 0.348], [-2.598, 0.689, -0.371], [-2.391, -0.979, -0.946], [-1.268, 0.288, -1.484], [-1.292, -1.244, 1.145], [-0.412, 2.339, 0.628], [1.305, 1.926, 0.734], [0.415, 1.552, -0.743], [0.737, -2.058, -0.228], [1.474, -1.202, 0.355], [2.479, -0.626, -0.368], [1.803, -1.320, 1.399], [2.241, -0.806, -1.296]], "atomic_forces_ev_per_a": [[-0.17, -0.14, 0.23], [1.30, 1.89, 0.91], [-2.51, -0.50, -0.15], [0.22, -0.25, -0.28], [-0.03, 0.02, -0.15], [0.00, 0.15, -0.01], [-0.02, 0.07, 0.08], [0.45, -0.01, -0.35], [-0.04, -0.07, -0.06], [-0.11, -0.01, -0.06], [-0.07, 0.14, -0.03], [1.78, 2.60, 1.51], [0.78, -5.23, -1.96], [-1.09, 0.69, 0.33], [-0.59, 0.65, -0.19], [0.11, 0.00, 0.18]], "nbo_charge": [-0.7124, 0.2495, -0.4813, -0.4499, 0.2392, 0.2369, 0.2296, 0.1937, 0.2021, 0.2121, 0.1859, -0.7030, 0.6459, -0.6879, 0.1523, 0.4873], "energy_ev": -9877.2411, "relative_energy_kcal_mol": 65.02, "multiplicity": 1, "homo_ev": -9.54, "orbital_gap_ev": 10.127, "smiles": "C/C=N\\C.O=CO"}



2.
{"formula": "C4H9NO2", "method": "ωB97M-V with the def2-TZVPD basis set", "symbols": ["N", "C", "C", "O", "C", "C", "O", "H", "H", "H", "H", "H", "H", "H", "H", "H"], "xyz": [[0.636, -0.969, 0.917], [0.072, 0.241, 0.456], [-1.456, 0.170, 0.437], [-1.904, -0.522, 1.649], [0.494, 0.618, -1.043], [1.994, 0.353, -1.259], [2.806, 0.150, -0.412], [0.049, -1.309, 1.660], [1.141, -1.609, 0.346], [0.352, 1.173, 1.004], [-1.902, 1.160, 0.496], [-1.879, -0.323, -0.447], [-2.676, -1.019, 1.384], [0.025, 1.606, -1.101], [-0.024, -0.042, -1.760], [2.274, 0.322, -2.327]], "atomic_forces_ev_per_a": [[-0.31, 0.47, 1.30], [0.10, 0.88, -2.58], [-0.70, -0.18, 1.30], [0.32, 0.45, -0.88], [-0.44, -1.33, 2.09], [-1.07, 1.14, -0.88], [0.33, -0.01, 0.45], [0.27, -0.80, -0.10], [-0.02, -0.05, -0.22], [0.11, -0.87, 0.33], [0.11, 0.35, -0.24], [0.37, -0.18, 0.07], [-0.23, -0.22, 0.19], [0.94, 0.23, -0.84], [0.09, 0.18, 0.16], [0.13, -0.07, -0.15]], "nbo_charge": [-0.8675, -0.0429, -0.0769, -0.7386, -0.5274, 0.4430, -0.4933, 0.3936, 0.3846, 0.1719, 0.1684, 0.1603, 0.4713, 0.2444, 0.2104, 0.0987], "energy_ev": -9877.5644, "relative_energy_kcal_mol": 57.56, "multiplicity": 1, "homo_ev": -8.65, "orbital_gap_ev": 9.476, "smiles": "N[C@H](CO)CC=O"}



Repeat the second record exactly.
{"formula": "C4H9NO2", "method": "ωB97M-V with the def2-TZVPD basis set", "symbols": ["N", "C", "C", "O", "C", "C", "O", "H", "H", "H", "H", "H", "H", "H", "H", "H"], "xyz": [[0.636, -0.969, 0.917], [0.072, 0.241, 0.456], [-1.456, 0.170, 0.437], [-1.904, -0.522, 1.649], [0.494, 0.618, -1.043], [1.994, 0.353, -1.259], [2.806, 0.150, -0.412], [0.049, -1.309, 1.660], [1.141, -1.609, 0.346], [0.352, 1.173, 1.004], [-1.902, 1.160, 0.496], [-1.879, -0.323, -0.447], [-2.676, -1.019, 1.384], [0.025, 1.606, -1.101], [-0.024, -0.042, -1.760], [2.274, 0.322, -2.327]], "atomic_forces_ev_per_a": [[-0.31, 0.47, 1.30], [0.10, 0.88, -2.58], [-0.70, -0.18, 1.30], [0.32, 0.45, -0.88], [-0.44, -1.33, 2.09], [-1.07, 1.14, -0.88], [0.33, -0.01, 0.45], [0.27, -0.80, -0.10], [-0.02, -0.05, -0.22], [0.11, -0.87, 0.33], [0.11, 0.35, -0.24], [0.37, -0.18, 0.07], [-0.23, -0.22, 0.19], [0.94, 0.23, -0.84], [0.09, 0.18, 0.16], [0.13, -0.07, -0.15]], "nbo_charge": [-0.8675, -0.0429, -0.0769, -0.7386, -0.5274, 0.4430, -0.4933, 0.3936, 0.3846, 0.1719, 0.1684, 0.1603, 0.4713, 0.2444, 0.2104, 0.0987], "energy_ev": -9877.5644, "relative_energy_kcal_mol": 57.56, "multiplicity": 1, "homo_ev": -8.65, "orbital_gap_ev": 9.476, "smiles": "N[C@H](CO)CC=O"}